DFT (ωB97M-V with the def2-TZVPD basis set) results for C5H6Br3NO as an isolated structure in a non-equilibrium geometry.

Structure (XYZ):
```
16
C5H6Br3NO | the OMol25 dataset | ωB97M-V with the def2-TZVPD basis set
C 0.5412 0.6977 -1.0927
C -0.8275 -0.7474 -1.0948
C 0.5518 -0.5094 -0.5043
C 1.4671 -1.3435 0.3010
C -1.0777 1.3463 1.7335
N -0.6835 0.5618 -1.7693
O -1.6269 1.8444 0.8202
Br 1.7007 2.1670 -1.1895
Br 0.5802 1.9320 2.4454
Br -1.7641 -0.1688 2.6680
H -0.9111 -1.5672 -1.8078
H -1.6517 -0.7944 -0.3826
H 1.8728 -2.1622 -0.2968
H 0.9358 -1.7802 1.1460
H 2.2956 -0.7415 0.6685
H -1.4027 1.2653 -1.6448
```

Values from the calculation:
charge = 0
2S+1 = 3
Kohn-Sham gap (alpha / beta) = 4.34 / 8.32 eV
energy = -218941.70737 eV
lowest unoccupied orbital energy (alpha / beta) = 0.014 / -1.588 eV
<S²> = 2.01
max |F| = 8.9 eV/A

natural (NBO) atomic charge list, values in e, 2 entries:
1 C -0.046
2 C -0.248